Entry 1:
A 3-piece molecular cluster, C19H49B2N6O8 overall at a distorted geometry, computed with ωB97M-V/def2-TZVPD.

Values from the calculation:
HOMO = -10.859 eV
Energy relative to the best compared isomer or geometry (same formula, charge and spin) = 0.0 kJ/mol

The geometry in ORCA input format:
```
! RIJCOSX wB97M-V def2-TZVPD def2/J DEFGRID3
* xyz 1 1
C 2.4825 -1.0889 -1.3913
C 1.3259 -1.3088 -2.3580
N 0.1912 -1.8302 -1.5969
N -1.1043 -1.6058 -2.1609
B -1.2923 -2.0354 -3.5654
N -1.4502 -1.1550 -4.6959
O -1.2908 -3.3928 -3.7846
C -1.5958 -0.3703 -1.7989
N -2.3972 -0.2656 -0.6874
B -3.8305 -0.6104 -1.0461
O -4.1207 -1.9040 -1.3882
C -4.9844 0.4471 -1.0755
C -5.5593 0.7067 -2.4940
N -1.3367 0.7087 -2.4482
C -1.8091 2.0354 -2.0975
C -0.8897 3.0368 -2.7100
N 0.3260 2.7679 -2.7301
H 2.2575 -0.3301 -0.6552
H 3.3107 -0.7161 -1.9853
H 2.8264 -2.0182 -0.9585
H 1.7012 -2.0097 -3.0986
H 1.1173 -0.3464 -2.8055
H 0.3070 -2.8068 -1.3662
H -1.7071 -1.7002 -5.5122
H -2.2064 -0.4958 -4.5298
H -2.0272 -3.8014 -3.3035
H -2.0536 -0.9699 -0.0290
H -4.7172 -1.8738 -2.1548
H -4.7076 1.3724 -0.5858
H -5.7904 0.0262 -0.4836
H -5.2408 1.6534 -2.9016
H -5.3471 -0.0958 -3.1944
H -6.6353 0.7397 -2.4228
H -0.7361 0.6579 -3.2696
H -1.8201 2.1819 -1.0248
H -2.8184 2.1856 -2.4693
H -1.2691 3.9739 -3.0963
H 0.8473 3.5256 -3.1674
C 3.5201 8.2596 2.3651
O 2.9293 7.4532 1.3665
C 3.7123 7.3513 0.1903
C 3.5539 5.9920 -0.4557
O 4.2216 4.9341 0.2152
C 3.7036 4.4889 1.4600
C 2.3953 3.7364 1.3635
O 1.3043 4.6202 1.1394
C 0.2976 4.0621 0.3383
H 3.4991 9.3168 2.0813
H 2.9438 8.1269 3.2789
H 4.5525 7.9509 2.5619
H 4.7714 7.5210 0.4114
H 3.3714 8.1197 -0.5165
H 4.0336 6.0445 -1.4362
H 2.5008 5.7546 -0.6234
H 3.6397 5.3059 2.1795
H 4.4511 3.7874 1.8373
H 2.2146 3.2151 2.3125
H 2.4652 2.9941 0.5597
H 0.7036 3.6597 -0.5927
H -0.4066 4.8576 0.0872
H -0.2361 3.2680 0.8815
C 1.1412 -5.9120 5.6025
O 0.6882 -6.2202 4.3006
C -0.6182 -6.7706 4.2756
C -1.3622 -6.3542 3.0262
O -1.8057 -5.0019 3.0245
C -0.8377 -3.9768 2.8867
C -0.2133 -3.8795 1.5110
O 0.7401 -4.9074 1.3032
C 0.8033 -5.3622 -0.0260
H 1.3532 -6.8227 6.1718
H 2.0589 -5.3349 5.5038
H 0.4078 -5.3024 6.1419
H -1.1893 -6.4555 5.1556
H -0.5305 -7.8647 4.2845
H -2.2785 -6.9467 2.9837
H -0.7884 -6.5849 2.1276
H -0.0747 -4.0415 3.6633
H -1.3897 -3.0479 3.0569
H 0.3123 -2.9168 1.4249
H -1.0061 -3.9214 0.7514
H -0.1905 -5.6342 -0.4017
H 1.4339 -6.2482 -0.0467
H 1.2481 -4.6010 -0.6836
*
```

Mulliken atomic charge list, values in e, 5 entries: -1.45 -0.07 -0.01 0.38 0.35

Entry 2:
A 4-piece molecular cluster, C3H12BrO3 overall at a distorted geometry, computed with ωB97M-V/def2-TZVPD.

Values from the calculation:
HOMO = -4.005 eV
Energy relative to the best compared isomer or geometry (same formula, charge and spin) = 123.7 kJ/mol

The geometry in ORCA input format:
```
! RIJCOSX wB97M-V def2-TZVPD def2/J DEFGRID3
* xyz -1 1
Br -0.4803 -0.1242 1.8301
C 0.0655 -4.7002 -1.4182
O 1.0186 -3.6504 -1.1578
H -0.4623 -5.0342 -0.5249
H -0.6456 -4.3036 -2.1430
H 0.5231 -5.5767 -1.8769
H 0.5556 -3.1079 -0.5152
C -4.2390 3.1592 1.4404
O -3.2101 3.5018 0.5271
H -4.5635 2.1606 1.1477
H -3.8429 3.0009 2.4435
H -5.1180 3.7918 1.5634
H -2.5677 2.8123 0.7098
C 4.1697 1.4590 -0.2159
O 3.2472 0.7123 -1.0583
H 4.2727 1.0258 0.7790
H 5.1922 1.5107 -0.5901
H 3.7465 2.4594 -0.1257
H 2.3384 0.9033 -0.8152
*
```

Mulliken atomic charge list, values in e, 5 entries: -0.97 -0.53 -0.49 0.24 0.24

Entry 3:
C6H16NO as an isolated structure at a distorted geometry, computed with ωB97M-V/def2-TZVPD.

Values from the calculation:
⟨S²⟩ = 0.75
HOMO (alpha / beta) = -17.882 / -17.882 eV
Energy relative to the best compared isomer or geometry (same formula, charge and spin) = 844.6 kJ/mol

The geometry in ORCA input format:
```
! RIJCOSX wB97M-V def2-TZVPD def2/J DEFGRID3
* xyz 2 2
C 3.1712 -0.0115 -0.7413
C 1.7555 0.0333 -0.1900
C 1.2353 -1.3953 0.1297
C -0.1982 -1.3941 0.7138
C -2.1454 -2.0681 -0.7361
C -1.2853 -1.1362 -0.3019
N 1.6627 0.7779 1.0512
H 3.3104 -0.5903 -1.6239
H 3.5610 1.0541 -0.9766
H 3.8498 -0.4374 0.0260
H 1.1433 0.4609 -0.9980
H 1.2441 -2.0138 -0.7741
H 1.8995 -1.8122 0.8596
H -0.1842 -0.5969 1.4998
H -0.4080 -2.3379 1.2096
H -2.1167 -3.0669 -0.3771
H -2.8572 -1.8098 -1.4853
H -6.7876 4.4871 -0.2267
H 0.5017 1.3239 0.9316
H -1.3829 -0.1311 -0.6783
H 2.3550 1.5117 1.2123
H -0.8804 2.4323 0.8595
H -6.8637 5.1358 0.0656
O -0.5800 1.5845 0.5506
*
```

Mulliken atomic charge list, values in e, 5 entries: -1.45 0.41 -0.76 -0.63 -0.65

Entry 4:
C22H23F2N8Ti as an isolated structure at a distorted geometry, computed with ωB97M-V/def2-TZVPD.

Values from the calculation:
HOMO = -9.620 eV
Energy relative to the best compared isomer or geometry (same formula, charge and spin) = 47.0 kJ/mol

The geometry in ORCA input format:
```
! RIJCOSX wB97M-V def2-TZVPD def2/J DEFGRID3
* xyz 1 1
Ti 0.1523 0.0944 -0.7566
F 3.7900 4.1735 -1.0251
C 2.5158 3.7878 -0.8763
C 2.1614 2.4838 -1.1792
C 0.8365 2.0753 -1.0479
C -0.1132 3.0141 -0.6112
C 0.3006 4.2875 -0.2510
F -0.5730 5.1898 0.2384
C 1.6059 4.7066 -0.3897
C -1.5150 2.5320 -0.5938
C -2.5983 3.2701 -0.1217
C -3.8782 2.7700 -0.2604
C -4.0583 1.5347 -0.8560
C -2.9375 0.8325 -1.2309
N -1.6798 1.2804 -1.0991
H 2.9330 1.7976 -1.5121
H 1.8837 5.7187 -0.1300
H -2.4476 4.2372 0.3262
H -4.7252 3.3489 0.0854
H -5.0411 1.1135 -1.0141
H -3.0545 -0.1511 -1.6634
C 5.0793 -1.0854 0.2697
N 3.9244 -0.4186 0.8562
C 4.1856 0.5765 1.8924
C 2.6696 -0.6777 0.4590
N 1.6022 0.0770 0.7343
N 2.4319 -1.7498 -0.2960
C 1.1486 -1.8147 -0.9630
N 0.6503 -3.1398 -0.8845
N 0.9196 -1.0466 -2.0646
H 5.9383 -0.4240 0.3628
H 4.9174 -1.2663 -0.7913
H 5.3163 -2.0264 0.7698
H 5.0048 0.2265 2.5167
H 3.3125 0.7052 2.5252
H 4.4641 1.5427 1.4651
H 1.8744 0.9820 1.0913
H 3.0810 -2.5187 -0.3682
H 0.5731 -3.4955 0.0572
H -0.1994 -3.2989 -1.3961
H 0.6439 -1.4255 -2.9617
N -2.1736 -1.7258 2.4579
C -1.2562 -0.8990 1.9291
N -1.1686 -0.9972 0.6290
C -2.1229 -1.9702 0.2652
C -2.4741 -2.4917 -0.9813
C -3.4541 -3.4577 -1.0251
C -4.0848 -3.9132 0.1504
C -3.7466 -3.4100 1.3866
C -2.7557 -2.4318 1.4136
H -2.3967 -1.8209 3.4335
H -0.6440 -0.2446 2.5299
H -1.9917 -2.1431 -1.8872
H -3.7475 -3.8793 -1.9772
H -4.8499 -4.6744 0.0795
H -4.2291 -3.7604 2.2900
*
```

Mulliken atomic charge list, values in e, 5 entries: -1.12 -0.34 0.33 -0.27 -0.49